44
Properties=species:S:1:pos:R:3:lowdin_charge:R:1 method="wB97M-V/def2-TZVPD" orbital_gap_ev="4.5 / 5.0" e_above_lowest_kcal_mol=18.2 charge=0
Sn -0.42433 -0.24042 -0.66254 1.316
O 0.15454 -0.67165 6.30645 -0.038
O -2.84658 -3.01231 1.12168 0.115
O -0.72967 -2.73534 5.93907 -0.013
O -2.09830 -1.40828 -0.26239 -0.262
O 1.69019 -1.73303 -0.58592 -0.054
N 2.20474 0.42898 -0.92891 0.098
N -0.18924 -0.74751 1.42176 -0.072
N 2.68518 2.63344 -1.21611 0.184
N -0.65965 1.78477 0.30343 0.061
N 3.88086 -1.23333 -0.94588 -0.033
C -2.84843 4.67304 0.15675 -0.072
C -2.90555 4.97673 1.52783 -0.040
C -1.38234 2.79374 0.65376 -0.383
C 4.48864 1.02747 -1.30970 0.007
C -1.12538 -1.58070 1.89926 -0.163
C -2.11273 3.61390 -0.28993 -0.007
C 0.71780 -0.48671 3.59159 0.014
C 4.81061 -0.27900 -1.19103 -0.029
C -0.28327 -1.62168 5.62669 -0.701
C -0.24895 -1.35052 4.11407 -0.067
C -1.46340 3.12645 2.06179 0.013
C -2.21313 4.19481 2.46397 -0.062
C 4.22834 -2.64566 -0.77653 0.012
C 2.54906 -0.87640 -0.80824 -0.540
C 3.11010 1.36223 -1.14783 -0.368
C -2.12509 -2.08176 0.87352 -0.574
C -1.16657 -1.92114 3.23603 0.088
C 0.73191 -0.21983 2.24867 -0.125
H -2.05723 3.35804 -1.33922 0.113
H -0.93109 2.50161 2.76683 0.118
H -1.91409 -2.61480 3.59374 0.138
H 5.82988 -0.62779 -1.28333 0.137
H 1.72027 2.82295 -0.99891 0.100
H 1.45932 0.44205 1.79268 0.102
H -2.28185 4.42996 3.51764 0.117
H -3.49578 5.81804 1.86418 0.111
H 4.05324 -2.95066 0.25317 0.107
H -3.39663 5.28102 -0.55073 0.112
H 3.59880 -3.25215 -1.42179 0.101
H 5.27463 -2.78030 -1.03562 0.093
H 3.33362 3.39446 -1.29360 0.114
H 1.42302 -0.02536 4.26924 0.121
H 5.24083 1.77346 -1.51410 0.112

=====

12
Properties=species:S:1:pos:R:3:lowdin_charge:R:1 method="wB97M-V/def2-TZVPD" orbital_gap_ev=10.5 e_above_lowest_kcal_mol=49.0 smiles="O=C[C@H]1CN1C=O" charge=0
O -1.46781 -1.26197 -0.93008 0.070
O 2.50257 -0.69611 -0.43777 0.072
N -0.67756 -0.00108 0.87935 -0.008
C -1.15814 -1.17289 0.22972 -0.283
C 0.66004 0.49091 0.47174 -0.190
C -0.57912 1.21055 0.09416 -0.086
C 1.40021 -0.23804 -0.61386 -0.220
H -0.89810 1.15702 -0.94462 0.116
H 1.29273 0.83519 1.28593 0.146
H -1.26299 -2.01131 0.93573 0.135
H 0.88201 -0.31423 -1.58965 0.131
H -0.86038 2.10735 0.63856 0.116

=====

33
Properties=species:S:1:pos:R:3:lowdin_charge:R:1 method="wB97M-V/def2-TZVPD" orbital_gap_ev=7.3 smiles="CC[C@H](Cl)c1cccc2c1C(=O)c1ccc(Cl)cc1C2=O" charge=0
Cl 0.96062 -4.18685 0.13923 0.499
Cl -3.54044 5.72417 1.33417 0.468
O 1.47279 2.60175 3.32622 -0.037
O -1.16174 -1.63201 1.48726 -0.032
C -3.67090 2.67486 0.72724 -0.045
C -3.03292 1.13303 0.63431 0.020
C 3.20879 -1.11136 -0.87600 0.007
C 3.38103 1.28725 0.79104 0.010
C 1.62504 -1.38523 -0.41642 -0.097
C -1.27383 3.80359 1.81191 0.005
C -0.61439 -2.45500 -1.64084 -0.268
C 4.04973 0.18310 -0.25663 -0.042
C 0.96308 -0.29797 0.61778 0.022
C 0.94787 2.04405 2.21429 -0.190
C 0.89185 -2.71227 -1.04215 -0.605
C -0.62438 -0.46594 1.11678 -0.193
C -0.63501 2.29410 1.73536 -0.022
C -0.84933 -3.48080 -2.93663 -0.144
C -2.83388 3.97718 1.27881 -0.503
C -1.47904 0.97122 1.15672 -0.021
C 1.80708 1.01895 1.21018 -0.018
H -3.64767 0.21249 0.22180 0.109
H -0.87654 -4.57044 -2.44961 0.084
H -0.86444 -1.33931 -1.89425 0.117
H 3.94176 2.21324 1.23606 0.102
H -0.61405 4.67786 2.23358 0.113
H -1.91991 -3.30791 -3.42989 0.087
H -1.40814 -2.82013 -0.82732 0.108
H 1.56134 -3.05240 -1.97020 0.107
H 3.79468 -1.79379 -1.63372 0.096
H 0.02890 -3.44318 -3.71575 0.076
H -4.77329 2.85098 0.35801 0.093
H 5.18534 0.38678 -0.54134 0.091

=====

no.,calculated total energy (Ha)
1,-1559.18048
2,-360.59140
3,-1725.15382